(1)
Entry from the Open Molecules 2025 dataset: C34H32N8O3PtS as an isolated structure at a distorted geometry (ωB97M-V/def2-TZVPD).

The geometry in ORCA input format:
```
! RIJCOSX wB97M-V def2-TZVPD def2/J DEFGRID3
* xyz 0 3
Pt 0.06 -1.32 -1.69
C -0.68 -2.13 3.86
N -0.08 -1.83 2.59
C -0.62 -1.65 1.41
N 0.33 -1.29 0.57
C 1.48 -1.27 1.29
N 1.23 -1.54 2.55
C -2.16 -1.79 3.92
C -3.11 -2.66 4.42
C -4.42 -2.22 4.64
C -4.78 -0.99 4.18
C -3.86 -0.14 3.59
C -2.55 -0.52 3.54
C -4.25 1.16 3.07
N -5.43 1.72 3.13
N -5.27 2.96 2.39
C -4.06 2.99 1.98
O -3.33 1.93 2.38
C -3.45 3.89 1.01
C -4.25 4.82 0.30
C -3.61 5.60 -0.67
C -2.23 5.44 -0.97
C -1.49 4.54 -0.24
C -0.03 4.34 -0.51
N 0.20 3.04 -1.15
C 0.33 1.81 -0.63
N 0.40 0.94 -1.63
C 0.22 1.68 -2.73
N 0.14 2.98 -2.48
C -2.10 3.82 0.77
H -0.18 -1.48 4.60
H -0.56 -3.18 4.10
H -1.66 -1.75 1.15
H 2.40 -1.10 0.82
H -2.83 -3.62 4.82
H -5.16 -2.77 5.16
H -5.82 -0.65 4.23
H -1.84 0.22 3.24
H -5.30 4.95 0.48
H -4.13 6.38 -1.21
H -1.81 5.97 -1.81
H 0.55 4.36 0.43
H 0.34 5.09 -1.19
H 0.41 1.70 0.43
H 0.30 1.34 -3.73
H -1.52 3.17 1.42
C 8.27 -4.10 -1.79
C 9.41 -3.05 -1.73
O 10.45 -3.18 -2.32
S 9.20 -1.59 -0.63
C 7.47 -1.45 -0.95
C 7.01 -1.09 -2.20
C 5.65 -1.16 -2.54
C 4.71 -1.55 -1.57
C 5.19 -1.92 -0.27
C 6.55 -1.83 0.00
C 3.28 -1.47 -1.77
C 2.07 -1.44 -1.94
H 8.69 -5.03 -2.04
H 7.67 -3.73 -2.62
H 7.58 -4.18 -0.93
H 7.70 -0.81 -2.98
H 5.29 -0.92 -3.52
H 4.49 -2.25 0.49
H 6.94 -2.05 0.96
C -2.20 -0.67 -3.55
C -2.84 -0.88 -2.15
C -3.25 0.47 -1.54
C -4.02 -1.81 -2.29
O -1.92 -1.50 -1.19
H -2.98 -0.46 -4.30
H -1.65 -1.59 -3.82
H -1.52 0.17 -3.52
H -3.94 1.01 -2.21
H -2.34 1.02 -1.41
H -3.71 0.29 -0.58
H -4.73 -1.44 -3.03
H -4.59 -1.94 -1.37
H -3.73 -2.81 -2.54
*
```

The value obtained for the HOMO energy (alpha / beta) is -7.60 / -7.62 eV. The calculation puts the orbital gap (alpha / beta) at 7.179 / 7.119 eV. The largest force on an atom comes out at 2.4 eV/A.

(2)
Entry from the Open Molecules 2025 dataset: a 2-piece molecular cluster, C34H32NO overall at a distorted geometry (ωB97M-V/def2-TZVPD).

The geometry in ORCA input format:
```
! RIJCOSX wB97M-V def2-TZVPD def2/J DEFGRID3
* xyz 1 1
C 2.38 -1.40 4.16
C 2.07 -0.57 5.43
C 0.62 -0.08 5.28
N 0.01 -0.83 4.16
C -1.29 -0.57 3.66
C -1.97 0.54 4.02
C -3.29 0.89 3.41
C -3.39 0.38 1.95
C -2.91 -1.04 1.84
C -1.92 -1.51 2.71
C -1.58 -2.85 2.70
C -2.17 -3.72 1.81
C -3.11 -3.26 0.91
C -3.49 -1.93 0.94
C 1.11 -1.35 3.29
H 3.25 -1.01 3.62
H 2.62 -2.44 4.42
H 2.17 -1.19 6.33
H 2.77 0.27 5.55
H 0.02 -0.23 6.18
H 0.59 0.99 5.03
H -1.54 1.22 4.74
H -4.09 0.43 4.01
H -3.47 1.97 3.45
H -4.42 0.46 1.57
H -2.78 1.01 1.29
H -0.88 -3.22 3.44
H -1.89 -4.76 1.81
H -3.58 -3.94 0.22
H -4.25 -1.57 0.26
H 1.22 -0.66 2.45
H 0.85 -2.33 2.88
C 2.58 7.18 -1.56
O 1.51 7.03 -0.65
C 0.84 5.83 -0.78
C -0.30 5.60 0.02
C -1.04 4.46 -0.10
C -0.69 3.47 -1.04
C -1.53 2.33 -1.34
C -1.07 1.10 -1.94
C -2.17 0.42 -2.49
C -1.97 -0.77 -3.19
C -0.69 -1.28 -3.29
C 0.39 -0.64 -2.70
C 0.21 0.55 -2.03
C -3.37 1.18 -2.18
C -2.97 2.32 -1.44
C -3.94 3.25 -1.03
C -5.26 3.03 -1.35
C -5.64 1.92 -2.10
C -4.71 1.00 -2.52
C 0.48 3.68 -1.80
C 1.21 4.82 -1.68
H 3.03 8.15 -1.40
H 3.33 6.41 -1.37
H 2.20 7.12 -2.58
H -0.58 6.36 0.73
H -1.89 4.30 0.54
H -2.80 -1.26 -3.67
H -0.53 -2.20 -3.83
H 1.38 -1.07 -2.76
H 1.04 1.04 -1.55
H -3.66 4.12 -0.47
H -6.01 3.74 -1.02
H -6.68 1.79 -2.35
H -5.00 0.15 -3.12
H 0.74 2.95 -2.55
H 2.06 4.95 -2.32
*
```

The value obtained for the HOMO energy is -9.22 eV. The calculation puts the energy above the lowest of the compared OMol25 structures with the same formula, charge and spin at 0.00 kJ/mol. The calculation puts the orbital gap at 3.483 eV. The largest force on an atom comes out at 2.5 eV/A.

(3)
Entry from the Open Molecules 2025 dataset: a 6-piece molecular cluster, C34H33ClN5O11S overall (ωB97M-V/def2-TZVPD).

The geometry in ORCA input format:
```
! RIJCOSX wB97M-V def2-TZVPD def2/J DEFGRID3
* xyz -1 1
C 0.28 0.08 1.45
C 0.23 -1.40 1.15
O -0.94 -1.84 0.52
C -2.15 -1.62 1.26
C -3.17 -0.64 0.65
S -3.48 0.73 1.78
Cl -2.48 0.11 -0.89
H 1.28 0.32 1.83
H -0.43 0.37 2.23
H 0.11 0.67 0.56
H 1.04 -1.64 0.45
H 0.45 -1.98 2.07
H -2.63 -2.60 1.30
H -1.93 -1.32 2.29
H -2.43 1.57 1.59
C -2.56 -1.10 -6.40
C -1.81 -0.23 -7.17
C -1.10 0.79 -6.57
C -1.16 0.91 -5.19
C -1.90 0.05 -4.40
C -2.61 -0.96 -5.02
N -0.39 1.98 -4.53
O 0.22 2.76 -5.24
O -0.42 2.02 -3.32
H -3.12 -1.90 -6.88
H -1.77 -0.34 -8.25
H -0.50 1.48 -7.15
H -1.95 0.18 -3.33
H -3.21 -1.63 -4.42
C 5.89 2.56 1.43
C 4.79 3.10 0.77
C 3.57 3.20 1.42
C 3.48 2.76 2.72
C 4.55 2.22 3.40
C 5.77 2.12 2.74
N 2.17 2.83 3.41
O 1.23 3.23 2.76
O 2.11 2.44 4.56
H 6.84 2.47 0.92
H 4.88 3.44 -0.25
H 2.70 3.60 0.92
H 4.44 1.87 4.42
H 6.62 1.68 3.25
C -4.23 -7.72 1.76
C -4.65 -6.67 0.95
C -4.75 -5.39 1.48
C -4.43 -5.19 2.81
C -4.01 -6.22 3.62
C -3.92 -7.50 3.09
N -4.53 -3.82 3.36
O -4.93 -2.97 2.61
O -4.18 -3.66 4.52
H -4.15 -8.71 1.34
H -4.89 -6.84 -0.09
H -5.07 -4.55 0.87
H -3.77 -6.03 4.66
H -3.59 -8.32 3.72
C -1.88 4.86 -2.85
C -2.65 5.34 -1.80
C -3.63 6.29 -2.03
C -3.81 6.74 -3.33
C -3.06 6.28 -4.39
C -2.08 5.33 -4.14
N -4.85 7.75 -3.59
O -5.49 8.17 -2.65
O -5.02 8.11 -4.74
H -1.12 4.11 -2.66
H -2.49 4.97 -0.79
H -4.24 6.68 -1.23
H -3.23 6.65 -5.39
H -1.48 4.95 -4.95
C 4.69 -3.40 1.74
C 5.98 -3.91 1.69
C 7.01 -3.26 2.34
C 6.72 -2.10 3.04
C 5.44 -1.58 3.11
C 4.42 -2.23 2.44
N 7.81 -1.40 3.75
O 8.93 -1.85 3.66
O 7.51 -0.41 4.38
H 3.88 -3.91 1.22
H 6.18 -4.81 1.13
H 8.02 -3.64 2.31
H 5.25 -0.67 3.66
H 3.41 -1.83 2.47
*
```

The value obtained for the HOMO energy is -2.69 eV. The calculation puts the orbital gap at 3.469 eV. The largest force on an atom comes out at 0.8 eV/A.

What is the formula in the third record? C34H33ClN5O11S